1.
Density functional theory data (ωB97M-V/def2-TZVPD) for a structure of composition C17H21Cl2N8OsPS.

Cartesian coordinates (Å):
Os (-0.220, 0.707, -0.274)
Cl (0.806, -1.362, -3.383)
Cl (-0.512, 1.285, -2.608)
S (-1.770, 2.088, 0.536)
P (1.254, -2.131, 1.144)
N (3.448, -1.221, -0.403)
N (0.223, 0.409, 1.718)
N (1.667, 0.023, -0.596)
N (-2.526, 3.321, -1.816)
N (-3.085, 4.360, 0.181)
N (-1.012, -3.205, -0.207)
N (-0.899, -1.038, -0.374)
N (0.847, -0.688, 3.515)
C (0.369, 0.221, -3.907)
C (0.702, -0.757, 2.187)
C (-2.096, -2.796, -0.956)
C (-0.750, -4.623, 0.161)
C (-2.488, 3.368, -0.523)
C (0.071, 1.240, 2.817)
C (-3.192, 4.302, -2.467)
C (4.382, -2.312, -0.021)
C (-3.756, 5.351, -0.435)
C (3.779, -0.169, -1.228)
C (2.175, -1.082, -0.024)
C (1.360, -1.743, 4.426)
C (-3.826, 5.341, -1.810)
C (0.448, 0.554, 3.926)
C (2.671, 0.605, -1.355)
C (-0.299, -2.143, 0.156)
C (-2.018, -1.448, -1.076)
H (-1.303, -5.255, -0.527)
H (3.886, -3.273, -0.124)
H (0.312, -4.833, 0.074)
H (4.766, -0.060, -1.652)
H (5.234, -2.275, -0.693)
H (-0.262, 2.259, 2.747)
H (1.003, -1.523, 5.426)
H (-4.359, 6.118, -2.342)
H (4.721, -2.160, 1.001)
H (-4.206, 6.108, 0.195)
H (-3.210, 4.232, -3.548)
H (-2.825, -3.488, -1.352)
H (2.447, -1.736, 4.420)
H (2.538, 1.515, -1.917)
H (1.237, 0.805, -4.185)
H (-3.044, 4.357, 1.197)
H (-2.683, -0.773, -1.589)
H (0.983, -2.712, 4.115)
H (-1.094, -4.798, 1.177)
H (0.482, 0.855, 4.962)
H (-0.382, 0.178, -4.687)

Atoms 1-6, force components in eV/Å:
1.0 1.3 -0.4
-0.1 0.0 0.1
0.0 -0.2 -0.4
-0.4 0.2 0.1
-0.2 -0.3 0.0
0.1 -0.1 -0.1

Results
Orbital gap (alpha / beta): 5.62 / 5.64 eV
Multiplicity: 1
Total charge: +4
HOMO (alpha / beta): -0.7618 / -0.7619 Eh
Lowest unoccupied orbital energy (alpha / beta): -15.110 / -15.089 eV


2.
Density functional theory data (ωB97M-V/def2-TZVPD) for a structure of composition C17H21Cl2NO5PbS.

Cartesian coordinates (Å):
Pb (-0.566, 0.056, 1.081)
Cl (-2.938, -0.209, 1.128)
Cl (0.397, 2.615, 1.892)
S (0.704, -2.637, 2.412)
O (3.160, 0.279, 2.474)
O (0.723, -3.702, 1.421)
O (0.386, -0.619, -0.928)
O (-0.612, -2.226, 3.056)
O (1.917, 2.940, -1.599)
N (1.376, -1.190, 1.918)
C (2.343, -4.183, 4.175)
C (-1.453, 0.649, -3.197)
C (0.518, 2.305, -3.510)
C (3.462, -4.238, 5.027)
C (4.151, -2.020, 4.293)
C (-3.676, 2.169, -0.662)
C (-3.504, -0.517, -2.157)
C (2.563, -0.803, 2.575)
C (-0.774, 1.911, -2.993)
C (-2.694, 1.897, -1.699)
C (-2.610, 0.637, -2.379)
C (4.330, -3.148, 5.087)
C (-1.530, 2.674, -2.065)
C (2.979, -1.955, 3.478)
C (2.055, -2.989, 3.510)
C (-1.065, -0.425, -4.122)
C (-1.093, 3.899, -1.392)
H (-3.487, -0.849, -1.097)
H (-4.556, -0.300, -2.426)
H (4.841, -1.165, 4.256)
H (3.640, -5.121, 5.641)
H (0.170, -1.582, -1.098)
H (-3.365, 1.575, 0.223)
H (1.292, 2.287, -2.610)
H (-1.851, -0.512, -4.896)
H (-3.113, -1.330, -2.789)
H (0.826, 1.725, -4.391)
H (0.410, 3.345, -3.847)
H (-0.967, -1.408, -3.632)
H (1.658, -5.036, 4.014)
H (-1.124, 4.839, -1.983)
H (-3.672, 3.220, -0.395)
H (5.199, -3.165, 5.781)
H (-1.698, 4.029, -0.481)
H (-4.654, 1.762, -0.933)
H (-0.039, 3.780, -1.065)
H (2.052, 2.873, -0.517)
H (-0.112, -0.138, -4.580)

Atoms 1-6, force components in eV/Å:
4.0 1.4 -0.8
-4.1 -1.4 0.7
-0.1 0.4 0.0
-0.4 3.2 0.4
-0.9 -2.3 0.3
-0.6 0.5 0.6

Results
Orbital gap (alpha / beta): 4.14 / 4.13 eV
Multiplicity: 1
Total charge: -2
HOMO (alpha / beta): -0.0308 / -0.0308 Eh
Lowest unoccupied orbital energy (alpha / beta): 3.299 / 3.290 eV


3.
Density functional theory data (ωB97M-V/def2-TZVPD) for the molecule C17H21ClN4OS2.

Cartesian coordinates (Å):
Cl (8.410, -2.521, -0.119)
S (-4.067, 1.862, -0.089)
S (2.369, 3.419, 0.116)
O (-6.300, -2.825, 0.677)
N (-1.717, 0.804, -0.698)
N (2.656, 0.880, 0.475)
N (0.478, 1.610, 0.895)
N (-3.460, -0.677, -0.267)
C (7.337, -0.057, -0.358)
C (-3.023, 0.606, -0.360)
C (-0.557, 2.559, 0.552)
C (4.808, -0.907, 0.384)
C (-4.859, -0.963, -0.041)
C (-0.664, -0.141, -0.379)
C (7.107, -1.388, -0.044)
C (-1.204, 2.158, -0.779)
C (6.296, 0.848, -0.298)
C (-7.387, -2.617, -0.196)
C (-5.049, -2.472, 0.153)
C (3.895, 1.365, 0.148)
C (3.929, 2.708, -0.083)
C (-0.009, 0.249, 0.957)
C (5.842, -1.818, 0.327)
C (5.015, 0.437, 0.073)
C (1.760, 1.803, 0.512)
H (-5.468, -0.594, -0.877)
H (-7.590, -1.553, -0.352)
H (5.675, -2.856, 0.570)
H (8.326, 0.265, -0.646)
H (-5.177, -0.435, 0.862)
H (0.831, -0.408, 1.179)
H (4.755, 3.334, -0.350)
H (-1.317, 2.539, 1.339)
H (-4.875, -2.992, -0.806)
H (-0.458, 2.190, -1.580)
H (0.088, -0.098, -1.174)
H (-4.323, -2.833, 0.888)
H (-7.210, -3.096, -1.167)
H (3.817, -1.223, 0.672)
H (-0.138, 3.563, 0.490)
H (-0.752, 0.189, 1.758)
H (-8.249, -3.078, 0.282)
H (-2.953, -1.389, -0.771)
H (-1.045, -1.159, -0.312)
H (-2.028, 2.831, -1.018)
H (6.484, 1.880, -0.545)

Atoms 1-6, force components in eV/Å:
0.2 -0.1 0.0
-0.5 0.5 0.2
-0.1 -0.6 0.1
0.0 0.0 0.1
-0.2 -0.1 -0.1
-0.1 -0.7 0.1

Results
SMILES string: COCCNC(=S)N1CCN(c2nc(-c3ccc(Cl)cc3)cs2)CC1
Orbital gap: 8.22 eV
Multiplicity: 1
HOMO: -0.2840 Eh
Lowest unoccupied orbital energy: 0.487 eV


4.
Density functional theory data (ωB97M-V/def2-TZVPD) for a structure of composition C17H21CrF4N2O2SeSi.

Cartesian coordinates (Å):
Se (0.942, -2.461, -0.480)
Cr (0.335, -0.001, -0.853)
Si (-1.013, -3.512, -0.528)
F (-0.775, 0.745, -3.506)
F (-1.495, -0.275, -0.975)
F (1.335, 0.284, -3.686)
F (-0.119, -1.310, -3.566)
O (2.231, 0.349, -0.851)
O (4.390, 0.671, -1.363)
N (2.689, 1.376, 1.732)
N (0.137, 2.084, -0.885)
C (-0.358, 2.662, 0.212)
C (-0.724, -5.343, -0.154)
C (0.008, 4.834, -0.751)
C (0.571, 4.221, -1.854)
C (-2.254, -2.888, 0.730)
C (-0.401, -0.440, 2.247)
C (3.461, 0.574, -0.567)
C (-1.484, 1.285, 3.549)
C (0.202, -0.117, -2.963)
C (-1.013, -0.023, 3.423)
C (0.604, 2.836, -1.879)
C (-1.305, 2.168, 2.495)
C (3.749, 0.774, 0.921)
C (-1.877, -3.431, -2.185)
C (-0.459, 4.053, 0.287)
C (-0.666, 1.735, 1.331)
C (-0.215, 0.417, 1.151)
H (-2.222, -2.403, -2.345)
H (2.404, 2.249, 1.306)
H (-2.408, -1.820, 0.536)
H (3.971, -0.215, 1.327)
H (-1.652, -5.927, -0.256)
H (0.978, 4.788, -2.681)
H (-3.215, -3.418, 0.646)
H (1.864, 0.785, 1.682)
H (-0.054, 5.914, -0.694)
H (-0.058, -1.466, 2.158)
H (0.024, -5.746, -0.847)
H (-2.736, -4.119, -2.228)
H (-1.982, 1.610, 4.456)
H (-1.677, 3.185, 2.588)
H (-0.341, -5.466, 0.867)
H (-1.877, -2.999, 1.754)
H (4.660, 1.366, 0.988)
H (-0.872, 4.509, 1.177)
H (-1.178, -3.670, -2.993)
H (1.014, 2.295, -2.723)
H (-1.139, -0.719, 4.247)

Atoms 1-6, force components in eV/Å:
0.2 -0.4 0.1
0.0 0.1 0.2
0.1 0.2 0.0
0.1 0.0 0.1
0.2 0.1 0.0
0.0 0.0 0.1

Results
Orbital gap (alpha / beta): 5.65 / 5.48 eV
<S²>: 0.76
Multiplicity: 2
Total charge: -2
HOMO (alpha / beta): -0.0341 / -0.0277 Eh
Lowest unoccupied orbital energy (alpha / beta): 4.727 / 4.727 eV


5.
Density functional theory data (ωB97M-V/def2-TZVPD) for a structure of composition C17H21I2N8O3SW.

Cartesian coordinates (Å):
W (-0.546, -0.167, 0.197)
I (-0.854, 5.350, 2.855)
I (-2.234, 1.573, 1.461)
S (0.617, -1.959, -0.954)
O (-0.766, -2.745, 3.682)
O (0.270, 1.157, -0.848)
O (0.168, 0.483, -3.003)
N (2.780, 2.022, -1.209)
N (2.035, 1.496, -2.265)
N (-3.356, -1.757, -2.181)
N (-2.823, -2.081, -1.020)
N (-2.266, -0.032, -1.527)
N (1.489, -0.055, 1.224)
N (-0.758, -1.416, 1.723)
N (-2.203, -1.036, -0.655)
C (1.871, -2.235, 0.242)
C (-2.860, -4.888, -2.633)
C (3.650, -3.643, 1.089)
C (1.919, 0.942, 1.982)
C (4.028, -2.667, 1.964)
C (0.790, 1.002, -2.112)
C (-4.150, -2.724, -2.961)
C (2.574, -3.416, 0.214)
C (3.045, 0.786, 2.823)
C (-2.994, -0.500, -2.502)
C (3.714, -0.391, 2.867)
C (-3.278, -3.800, -3.621)
C (-0.760, -2.090, 2.718)
C (2.216, -1.229, 1.171)
C (3.327, -1.443, 2.008)
C (-2.070, -3.185, -4.324)
C (1.228, 2.266, 1.995)
H (-1.585, -3.932, -4.952)
H (3.341, 1.624, 3.439)
H (-1.324, -2.834, -3.605)
H (0.768, 2.495, 1.042)
H (4.869, -2.808, 2.630)
H (4.181, -4.585, 1.052)
H (0.465, 2.288, 2.773)
H (-4.674, -2.139, -3.714)
H (4.557, -0.530, 3.534)
H (2.984, 2.998, -1.385)
H (3.650, 1.512, -1.120)
H (-3.728, -5.407, -2.222)
H (2.291, -4.172, -0.507)
H (-4.882, -3.160, -2.285)
H (-3.266, 0.023, -3.404)
H (-2.348, -2.346, -4.969)
H (-2.233, -5.625, -3.134)
H (2.434, 1.397, -3.185)
H (-2.286, -4.472, -1.801)
H (1.949, 3.049, 2.228)
H (-3.928, -4.248, -4.377)

Atoms 1-6, force components in eV/Å:
2.0 -0.7 1.5
0.0 -0.1 0.0
0.1 -0.1 0.0
-0.5 0.7 0.3
0.0 0.1 -0.2
0.3 0.2 -0.7

Results
Orbital gap (alpha / beta): 6.32 / 6.01 eV
<S²>: 2.01
Multiplicity: 3
Total charge: +1
HOMO (alpha / beta): -0.4063 / -0.4092 Eh
Lowest unoccupied orbital energy (alpha / beta): -4.735 / -5.123 eV


6.
Density functional theory data (ωB97M-V/def2-TZVPD) for the molecule C17H21N3O2S.

Cartesian coordinates (Å):
S (-2.208, 1.033, 2.602)
O (-0.646, -3.125, 2.102)
O (-1.163, 3.083, -0.180)
N (0.921, -1.036, -0.151)
N (-0.363, 0.991, -0.331)
N (0.883, -2.145, 0.686)
C (2.989, 0.032, 0.622)
C (-4.791, -0.242, -1.909)
C (2.962, -1.576, -1.362)
C (-0.939, -0.919, 1.121)
C (-0.827, 2.068, 0.379)
C (4.126, 1.947, -0.616)
C (-4.201, -1.438, -1.533)
C (-0.156, -0.269, 0.212)
C (-0.771, 1.901, 1.878)
C (-0.300, -2.189, 1.413)
C (2.203, -0.503, -0.585)
C (-3.803, 0.835, -0.004)
C (-2.290, -0.492, 1.571)
C (4.308, 0.715, 0.263)
C (-3.203, -0.356, 0.372)
C (-4.593, 0.891, -1.141)
C (-3.411, -1.495, -0.401)
H (3.377, -2.323, -0.690)
H (3.781, 1.678, -1.611)
H (-3.663, 1.725, 0.590)
H (2.355, 0.750, 1.149)
H (-5.407, -0.196, -2.795)
H (1.398, -2.972, 0.425)
H (4.789, 1.016, 1.196)
H (3.780, -1.125, -1.916)
H (-2.684, -1.251, 2.255)
H (-4.359, -2.329, -2.123)
H (-2.953, -2.427, -0.103)
H (-5.051, 1.827, -1.422)
H (1.960, 0.325, -1.256)
H (3.405, 2.631, -0.173)
H (-0.325, 1.102, -1.336)
H (5.071, 2.473, -0.722)
H (2.298, -2.064, -2.071)
H (3.187, -0.799, 1.303)
H (4.973, 0.006, -0.231)
H (0.128, 1.358, 2.175)
H (-0.789, 2.885, 2.346)

Atoms 1-6, force components in eV/Å:
0.2 -0.1 0.0
-0.3 -0.4 0.2
-0.1 0.1 -0.1
-0.6 0.1 -0.4
0.4 -0.5 -0.5
0.4 0.0 0.1

Results
SMILES string: CCC[C@@H](C)n1[nH]c(=O)c2c1NC(=O)CS[C@H]2c1ccccc1
Orbital gap: 8.76 eV
Multiplicity: 1
HOMO: -0.3055 Eh
Lowest unoccupied orbital energy: 0.451 eV


7.
Density functional theory data (ωB97M-V/def2-TZVPD) for the molecule C17H21N3O4S.

Cartesian coordinates (Å):
S (0.354, 2.460, 1.193)
O (-4.289, -1.782, -0.499)
O (1.767, 2.212, 1.369)
O (-0.541, 1.985, 2.198)
O (1.200, -0.225, -2.489)
N (-0.130, 1.908, -0.293)
N (3.784, -2.537, 1.489)
N (2.128, 0.064, -0.420)
C (2.610, -2.275, -1.016)
C (3.166, -3.477, -0.609)
C (0.130, 4.245, 1.014)
C (-2.072, -1.189, 0.349)
C (-3.232, -0.941, -0.381)
C (-3.346, 0.266, -1.076)
C (-2.332, 1.197, -1.042)
C (-1.169, 0.938, -0.326)
C (-1.051, -0.255, 0.369)
C (-4.672, -2.754, 1.715)
C (0.875, 1.886, -1.349)
C (1.420, 0.451, -1.509)
C (2.654, -1.195, -0.137)
C (-4.324, -2.985, 0.247)
C (3.742, -3.559, 0.649)
C (3.258, -1.392, 1.109)
C (0.316, 2.398, -2.671)
H (-2.436, 2.131, -1.573)
H (-0.169, 3.361, -2.532)
H (-3.378, -3.529, 0.148)
H (-3.923, -2.132, 2.199)
H (4.188, -4.477, 1.007)
H (2.151, -2.168, -1.985)
H (-4.729, -3.708, 2.232)
H (-5.634, -2.253, 1.790)
H (2.222, 0.747, 0.334)
H (1.687, 2.533, -1.002)
H (-0.162, -0.452, 0.948)
H (0.458, 4.715, 1.932)
H (-5.111, -3.574, -0.233)
H (1.125, 2.502, -3.388)
H (0.725, 4.586, 0.178)
H (-1.941, -2.104, 0.903)
H (-0.400, 1.682, -3.066)
H (-4.250, 0.449, -1.634)
H (3.149, -4.334, -1.264)
H (-0.924, 4.420, 0.848)
H (3.308, -0.580, 1.824)

Atoms 1-6, force components in eV/Å:
-0.2 1.0 0.0
0.0 0.3 -0.1
0.1 0.2 -0.1
-0.2 0.0 -0.1
0.0 -0.1 -0.2
0.1 0.2 0.9

Results
SMILES string: CCOc1ccc(N([C@H](C)C(=O)Nc2cccnc2)S(C)(=O)=O)cc1
Orbital gap: 9.06 eV
Multiplicity: 1
HOMO: -0.3169 Eh
Lowest unoccupied orbital energy: 0.442 eV


8.
Density functional theory data (ωB97M-V/def2-TZVPD) for the molecule C17H21N3OS.

Cartesian coordinates (Å):
S (-1.541, 0.051, -1.492)
O (2.186, 0.696, -2.069)
N (-0.843, -2.458, -0.738)
N (-0.886, -1.945, 1.767)
N (0.836, -1.026, -1.426)
C (0.098, -3.317, -0.045)
C (-1.534, 3.134, -2.127)
C (1.737, 0.678, 1.437)
C (1.085, 0.257, -1.819)
C (-2.185, -2.596, -0.228)
C (-0.250, -0.696, 1.723)
C (0.988, 3.200, -2.386)
C (-0.166, 1.074, -1.878)
C (-2.228, -2.076, 1.240)
C (-0.398, -1.279, -1.183)
C (-0.977, 0.470, 1.981)
C (1.118, -0.563, 1.487)
C (3.196, 0.766, 1.111)
C (-0.133, -3.145, 1.485)
C (-0.368, 1.707, 1.925)
C (0.980, 1.822, 1.639)
C (-0.239, 2.391, -2.120)
H (1.735, -1.427, 1.298)
H (-0.958, 2.594, 2.109)
H (-2.877, -2.038, -0.860)
H (-1.524, 3.892, -1.343)
H (1.475, 2.859, -3.299)
H (3.616, 1.709, 1.454)
H (3.327, 0.706, 0.029)
H (-0.723, -3.985, 1.867)
H (-1.662, 3.645, -3.081)
H (-2.445, -3.657, -0.277)
H (1.100, -3.013, -0.345)
H (-0.075, -4.352, -0.352)
H (1.712, 3.061, -1.585)
H (-2.379, 2.469, -1.962)
H (0.740, 4.254, -2.479)
H (3.748, -0.055, 1.562)
H (-2.735, -1.116, 1.269)
H (1.444, 2.796, 1.582)
H (-2.785, -2.781, 1.866)
H (-2.025, 0.423, 2.235)
H (0.812, -3.130, 2.025)

Atoms 1-6, force components in eV/Å:
-0.1 -0.3 0.0
0.2 0.0 -0.1
-0.1 -0.3 -0.1
-0.1 -0.1 0.2
0.7 -0.9 0.1
0.3 -0.2 0.0

Results
SMILES string: CC(C)=C1SC(N2CCN(c3cccc(C)c3)CC2)=NC1=O
Orbital gap: 8.25 eV
Multiplicity: 1
HOMO: -0.2848 Eh
Lowest unoccupied orbital energy: 0.501 eV


Record-wise energy above the lowest of the compared OMol25 structures with the same formula, charge and spin values, in kJ/mol: 5.66; 365.20; 0.00; 10.14; 108.96; 131.30; 226.58; 110.14
Record-wise total energy values, in eV: -77486.683; -70822.339; -60170.805; -137564.320; -64890.698; -37370.807; -41465.335; -35323.122
Record-wise largest force on an atom values, in eV/A: 1.69; 4.84; 1.15; 0.87; 2.62; 0.79; 1.01; 1.15